This record from the Open Molecules 2025 dataset describes a structure of composition C36H26AuN3O3PS. The level of theory is wB97M-V/def2-TZVPD.

- HOMO energy (alpha / beta) (eV) = -10.349 / -10.957
- relative energy (zero: lowest compared OMol25 entry of this formula, charge and spin) (kJ/mol) = 6.0
- maximum force (eV/Å) = 0.30
- 2S+1 = 3
- net charge = +1
- E_LUMO (alpha / beta) (eV) = -3.32 / -5.34
- ⟨S²⟩ = 2.0669

The geometry in XYZ format:
```
71
Properties=species:S:1:pos:R:3:forces:R:3:mulliken_spin:R:1
Au 0.836326 -1.184905 -1.111374 -0.2 0.2 -0.1 0.463
C 4.865955 1.152375 -0.847460 0.0 0.0 0.1 -0.027
C 3.775978 0.427590 -1.351352 0.0 0.0 0.0 0.037
N 2.941098 -0.231056 -0.577817 0.1 -0.1 0.0 -0.005
C 3.112909 -0.211737 0.757110 0.0 0.0 0.1 0.011
C 4.197010 0.456504 1.351682 0.0 0.0 -0.1 -0.030
C 5.076728 1.162763 0.505054 0.0 0.0 0.0 0.023
C 4.400472 0.352463 2.752117 0.0 0.0 0.0 0.252
C 3.578569 -0.440120 3.516139 0.0 0.0 0.1 -0.064
C 2.489924 -1.100189 2.951829 0.1 0.0 0.0 0.279
C 2.169801 -0.943142 1.593100 0.1 0.0 -0.1 -0.005
N 1.084658 -1.448578 0.995155 0.1 0.1 0.2 0.501
C 0.047066 -2.119877 1.613533 0.0 0.0 0.0 -0.073
C -0.409917 -1.875861 2.894545 -0.1 0.0 0.0 0.164
C -1.510128 -2.583279 3.409025 0.0 0.1 0.1 -0.047
C -2.156622 -3.522072 2.657195 0.0 0.0 0.0 0.125
C -1.756903 -3.764052 1.321693 0.1 0.0 0.0 -0.020
C -2.433190 -4.660240 0.460888 0.0 0.0 0.0 0.013
C -2.032989 -4.777840 -0.838450 0.0 0.0 0.0 -0.016
C -0.952461 -3.995576 -1.289407 0.0 -0.1 -0.1 0.019
N -0.284367 -3.189322 -0.502091 0.1 -0.1 -0.1 0.015
C -0.663800 -3.055377 0.791543 -0.2 -0.1 0.0 0.015
H 5.527010 1.671999 -1.525994 0.0 0.0 0.0 0.000
H 3.582212 0.380625 -2.416882 0.0 0.0 0.0 0.000
H 5.918237 1.691633 0.934484 0.0 0.0 0.0 0.000
H 5.244064 0.863056 3.198336 0.0 0.0 0.0 -0.001
H 3.779980 -0.567881 4.570888 0.0 0.0 0.0 0.004
H 1.891219 -1.755533 3.566680 0.1 0.0 0.0 0.006
H 0.044057 -1.101793 3.498257 -0.1 0.0 -0.1 -0.002
H -1.842570 -2.368450 4.415385 0.0 0.0 0.0 0.000
H -2.997247 -4.070727 3.062267 0.0 0.0 0.0 0.001
H -3.273223 -5.229408 0.839208 0.0 0.0 0.0 0.000
H -2.536435 -5.440255 -1.527542 0.0 0.0 0.0 -0.001
H -0.648389 -4.025506 -2.328839 0.0 0.0 0.0 0.000
O -0.553504 -1.182395 -5.216571 0.0 0.1 -0.1 0.008
S -0.560857 -0.841344 -3.829841 0.1 -0.2 0.0 0.007
O -1.578718 -1.442909 -2.990154 0.1 0.1 0.0 -0.003
O 0.821152 -1.066054 -3.229218 -0.2 0.0 0.0 0.115
C -0.807293 0.923887 -3.713194 0.0 -0.1 0.1 0.002
C -0.978452 1.622896 -4.894717 0.0 0.0 -0.1 0.001
C -1.260436 2.982358 -4.870290 0.0 0.0 0.1 0.000
C -1.385888 3.641237 -3.657697 0.0 -0.1 0.0 0.001
C -1.207734 2.941652 -2.472690 0.0 0.1 -0.1 0.012
C -0.905609 1.582656 -2.483639 -0.1 0.1 0.1 0.011
P -0.660665 0.734824 -0.897147 0.1 -0.1 -0.2 0.156
C 0.275119 1.884251 0.141049 0.1 0.0 0.0 0.026
C 1.246362 2.707990 -0.429440 0.0 0.0 0.0 0.019
C 2.114814 3.427128 0.375898 0.0 0.0 0.0 -0.006
C 2.035569 3.322696 1.758517 0.0 0.0 0.0 0.007
C 1.080415 2.495780 2.333588 0.0 0.0 0.0 -0.016
C 0.207114 1.777231 1.530346 0.0 0.0 0.0 0.005
C -2.273568 0.498067 -0.120092 0.0 0.1 0.0 -0.028
C -2.908293 -0.732487 -0.263006 0.0 0.0 0.0 0.019
C -4.158552 -0.935024 0.303738 0.0 0.0 0.0 0.002
C -4.776520 0.085534 1.009721 0.0 0.0 0.0 0.002
C -4.150380 1.319489 1.143095 0.0 0.0 0.0 0.000
C -2.903338 1.527783 0.580323 0.0 0.0 0.0 -0.001
H -0.903677 1.085473 -5.829804 0.0 0.0 0.0 0.001
H -1.391496 3.521002 -5.798745 0.0 0.0 0.0 0.000
H -1.622350 4.696276 -3.628337 0.0 0.0 0.0 0.000
H -1.299855 3.468624 -1.530657 0.0 0.0 0.0 0.003
H 1.323259 2.794626 -1.506651 0.0 0.0 0.0 0.005
H 2.852625 4.074977 -0.079415 0.0 0.0 0.0 0.000
H 2.708549 3.892317 2.385895 0.0 0.0 0.0 0.002
H 1.008224 2.418084 3.410910 0.0 0.0 0.0 -0.002
H -0.536190 1.134377 1.987013 0.0 0.0 0.0 0.007
H -2.446069 -1.509842 -0.855954 0.0 0.0 0.0 0.004
H -4.654338 -1.888964 0.178837 0.0 0.0 0.0 0.000
H -5.753124 -0.072941 1.447998 0.0 0.0 0.0 0.000
H -4.637465 2.121588 1.681420 0.0 0.0 0.0 0.000
H -2.423856 2.492938 0.690001 0.0 0.0 0.0 0.002
```
Positions in Å, forces in eV/Å.